22
Properties=species:S:1:pos:R:3:forces:R:3:mulliken_charge:R:1 method="wB97M-V/def2-TZVPD" total_charge=0 lumo_energy_ev=0.9505 smiles="C=CC(C)(C)C(=C)C" e_above_lowest_kj_mol=300.2 homo_lumo_gap_ev=10.11
C -2.623438 -0.891786 0.320908 0.6 0.2 0.1 -0.63
C -1.552761 -0.329158 0.881349 2.1 -1.2 -1.0 -0.61
C 0.146635 -0.340319 0.202325 -5.6 -0.9 2.3 1.96
C 1.019771 -0.635245 1.420459 0.1 0.1 -0.1 -1.83
C 0.251028 -1.427513 -0.863532 -0.1 0.0 0.0 -1.66
C 0.148317 1.009153 -0.307812 5.9 1.3 -2.4 0.08
C -0.670358 1.952039 -0.749746 -0.2 -0.4 0.7 -0.94
C 1.878574 1.279540 -0.674883 -2.8 0.7 0.3 -1.34
H -2.597703 -1.318197 -0.678562 0.1 -0.1 0.1 0.23
H -3.572785 -0.973524 0.848823 0.1 0.3 -0.1 0.29
H -1.642715 0.116301 1.872876 0.3 0.0 -0.1 0.30
H 2.053061 -0.842620 1.127009 -0.1 0.1 0.0 0.39
H 1.023876 0.199421 2.125714 0.0 -0.1 -0.1 0.40
H 0.651846 -1.529041 1.934033 0.0 0.1 -0.1 0.44
H -0.282617 -1.159912 -1.778524 0.0 0.0 0.1 0.37
H 1.295895 -1.620712 -1.123692 -0.1 0.1 0.0 0.40
H -0.170559 -2.361333 -0.480009 0.1 0.1 0.0 0.42
H -1.745331 1.877754 -0.634926 0.0 0.0 0.1 0.35
H -0.280930 2.872395 -1.171685 0.0 -0.2 -0.1 0.29
H 1.906904 1.849721 -1.605119 0.0 0.2 0.2 0.43
H 2.510207 0.404926 -0.828362 -0.5 -0.2 0.3 0.33
H 2.253083 1.868109 0.163355 0.2 0.0 -0.2 0.31

=====

14
Properties=species:S:1:pos:R:3:forces:R:3:mulliken_charge:R:1 method="wB97M-V/def2-TZVPD" total_charge=0 lumo_energy_ev=1.1556 smiles=C[C@H]1C[C@H]1N e_above_lowest_kj_mol=89.0 homo_lumo_gap_ev=10.51
C 1.421927 -0.220443 0.890219 0.8 1.4 0.4 -1.16
C 0.680931 0.449056 -0.269860 -0.9 -1.0 0.6 0.07
C -0.050629 -0.491702 -1.208625 0.9 0.1 -1.5 -0.80
C -0.832954 0.481858 -0.412632 -0.9 -0.3 0.7 0.05
N -1.634228 -0.126473 0.675482 0.3 1.9 0.3 -0.64
H 1.436646 0.432037 1.848947 0.2 -1.0 -1.6 0.26
H 2.480416 -0.384733 0.484529 -1.3 0.1 1.0 0.31
H 0.968351 -1.167928 1.175098 0.1 0.0 -0.2 0.29
H 1.159260 1.304792 -0.688499 0.4 0.3 -0.4 0.38
H 0.087530 -0.336717 -2.294996 -0.3 -0.1 0.7 0.24
H -0.051426 -1.543706 -0.920562 -0.2 0.4 0.1 0.28
H -1.319792 1.335982 -0.945814 0.7 -0.7 0.4 0.27
H -1.802002 0.652562 1.364521 0.0 -1.3 -0.8 0.23
H -2.544027 -0.384584 0.302192 0.1 0.0 0.1 0.23

=====

70
Properties=species:S:1:pos:R:3:forces:R:3:mulliken_charge:R:1 method="wB97M-V/def2-TZVPD" total_charge=0 lumo_energy_ev="-0.5709 / -1.9061" multiplicity=5 homo_lumo_gap_ev="6.47 / 5.39"
Ir -1.826544 1.681129 1.311092 0.0 0.4 -0.3 2.10
C -0.391377 6.690464 -3.287738 0.0 0.0 0.0 -1.54
C -0.177219 5.600941 -2.277309 0.0 0.0 0.0 1.06
C -0.731436 4.335279 -2.463113 0.0 0.0 0.0 -0.90
C -0.545673 3.333901 -1.527387 0.0 0.0 0.0 -0.03
C 0.217122 3.600568 -0.401404 0.0 0.0 0.0 -0.24
C 0.777106 4.846579 -0.185720 0.0 0.0 0.0 -0.37
C 0.574911 5.840688 -1.130740 0.0 0.0 0.0 -0.77
S 0.384503 2.356120 0.861359 -0.3 -0.2 -0.2 0.77
O 1.173345 2.912549 1.960645 0.1 0.1 0.2 -0.75
C 1.437341 1.176292 0.000818 0.0 0.0 0.0 0.73
C 2.382859 1.655141 -0.934015 0.1 0.0 -0.1 -0.89
C 3.219730 0.785406 -1.564207 0.0 0.0 0.1 -1.23
C 3.160560 -0.602676 -1.288901 0.0 0.0 0.0 0.73
C 4.000682 -1.527025 -1.954153 0.0 -0.1 0.0 -1.05
C 3.928303 -2.861721 -1.673684 0.0 0.1 0.0 -0.63
C 3.013628 -3.334817 -0.710850 0.0 0.0 0.0 -0.93
C 2.190444 -2.467044 -0.052330 0.0 -0.1 0.0 -0.73
C 2.238619 -1.077336 -0.327780 0.0 0.0 0.0 0.82
C 1.365662 -0.154079 0.321003 0.0 0.0 0.0 -0.27
C 0.412359 -0.678765 1.334441 -0.1 0.1 0.0 0.21
C 0.852402 -0.937623 2.663546 0.0 0.0 0.0 1.01
C 2.171375 -0.641260 3.083390 0.0 0.0 0.0 -0.84
C 2.558612 -0.887443 4.368836 0.0 0.0 0.0 -0.97
C 1.650624 -1.440143 5.294856 -0.1 0.0 0.0 -0.66
C 0.371522 -1.732260 4.916341 0.0 0.0 0.0 -1.04
C -0.062111 -1.488554 3.593144 0.0 0.0 0.0 0.91
C -1.395683 -1.759189 3.192961 0.0 0.0 -0.1 -1.24
C -1.814887 -1.479461 1.928962 0.0 0.0 0.1 -0.48
C -0.893964 -0.937239 0.999907 0.1 -0.2 0.1 -0.12
S -1.497818 -0.496302 -0.626465 0.3 -0.3 -0.1 1.00
O -2.855281 0.082298 -0.308847 0.0 0.3 0.1 -0.79
C -1.749892 -2.119177 -1.313191 -0.1 0.0 0.0 -0.06
C -2.915704 -2.826512 -1.070994 0.0 0.1 0.0 -0.50
C -3.057321 -4.091768 -1.613848 0.0 0.0 0.0 -0.93
C -2.050061 -4.656374 -2.393456 0.0 0.0 0.0 1.06
C -2.216381 -6.022482 -2.993130 0.0 -0.1 0.0 -1.45
C -0.894868 -3.917185 -2.633059 0.0 0.0 0.0 -0.94
C -0.742682 -2.645294 -2.107535 0.0 0.0 0.0 -0.14
H -1.117564 6.393396 -4.042232 0.0 0.0 0.0 0.36
H 0.542670 6.936466 -3.795706 0.0 0.0 0.0 0.31
H -0.752489 7.599788 -2.807164 0.0 0.0 0.0 0.38
H -1.333001 4.140146 -3.341997 0.0 0.0 0.0 0.34
H -1.003300 2.360122 -1.666542 0.0 0.0 0.0 0.32
H 1.342282 5.026035 0.719018 0.0 0.0 0.0 0.56
H 0.997882 6.823813 -0.966307 0.0 0.0 0.0 0.40
H 2.432004 2.713451 -1.147645 0.0 0.0 0.0 0.59
H 3.942294 1.146809 -2.284673 0.0 0.0 0.0 0.41
H 4.701557 -1.152927 -2.689181 0.0 0.0 0.0 0.46
H 4.574901 -3.560940 -2.186762 0.0 0.0 0.0 0.42
H 2.963999 -4.393819 -0.494931 0.0 0.0 0.0 0.47
H 1.486073 -2.839398 0.680073 0.0 0.0 0.0 0.51
H 2.865829 -0.200741 2.380017 0.0 0.0 0.0 0.55
H 3.565091 -0.648489 4.684834 0.0 0.0 0.0 0.44
H 1.970617 -1.623696 6.311518 0.0 0.0 0.0 0.41
H -0.335611 -2.143549 5.624990 0.0 0.0 0.0 0.46
H -2.090140 -2.151377 3.924344 0.0 0.0 0.0 0.36
H -2.847563 -1.607861 1.632809 0.0 0.0 0.0 0.56
H -3.706557 -2.376040 -0.484885 0.0 0.0 0.0 0.49
H -3.966647 -4.650362 -1.432546 0.0 0.0 0.0 0.34
H -3.064747 -6.544759 -2.554728 0.0 0.0 0.0 0.35
H -1.323624 -6.629342 -2.839796 0.0 0.0 0.0 0.36
H -2.384472 -5.953098 -4.069517 0.0 0.0 0.0 0.31
H -0.107415 -4.336511 -3.247248 0.0 0.0 0.0 0.40
H 0.153286 -2.070315 -2.310603 0.0 0.0 0.0 0.54
Se -6.093966 1.843317 3.430914 -0.2 0.0 0.1 -0.55
Sb -4.105016 3.064377 3.080503 -0.1 0.1 0.2 0.58
Se -3.340612 3.648139 0.803824 0.1 0.0 -0.2 -0.42
Se -1.985480 1.849853 3.716853 0.2 -0.1 0.2 -0.37
Se -4.243085 5.221886 4.381325 0.0 -0.1 0.0 -0.25

=====

160
Properties=species:S:1:pos:R:3:forces:R:3:mulliken_charge:R:1 method="wB97M-V/def2-TZVPD" total_charge=0 lumo_energy_ev=0.1944 homo_lumo_gap_ev=10.90
C 0.905543 -6.829711 0.333382 -1.1 0.3 -1.1 -0.31
C 1.914925 -5.868121 -0.211018 0.0 0.1 -1.2 0.27
O 1.551601 -5.839964 -1.667558 3.4 0.5 1.0 -0.32
S 0.095406 -5.786465 -1.888701 -6.1 -0.4 1.0 1.03
O -0.290888 -6.805973 -2.834556 0.5 1.2 0.9 -0.63
O -0.430323 -4.441203 -2.015658 0.8 -1.3 -0.1 -0.26
O -0.419930 -6.266714 -0.259380 3.4 -0.5 -1.3 -0.39
H 0.967022 -6.816487 1.421310 -0.8 0.0 -0.1 0.41
H 1.104305 -7.851589 -0.080580 -0.5 0.8 0.4 0.31
H 2.911768 -6.215142 -0.307733 0.9 -0.6 0.5 0.36
H 1.940883 -4.859978 0.204269 -0.5 -0.1 -0.1 -0.41
C -1.303420 3.564199 -5.050426 0.6 0.0 -0.2 -0.07
C -2.328362 4.578451 -4.578471 -0.9 -1.4 2.0 -0.03
O -3.613184 4.040786 -5.013072 0.3 0.5 -1.3 -0.37
S -3.449928 2.556972 -5.539720 -1.5 -0.1 0.3 1.36
O -3.347385 2.487572 -6.971901 -0.6 -0.1 1.2 -0.63
O -4.429976 1.828246 -4.752689 1.3 0.0 -1.6 -0.53
O -2.009532 2.330223 -4.957902 -0.5 -1.0 0.0 -0.09
H -0.493554 3.359335 -4.340130 0.3 0.8 -0.7 -0.02
H -1.018171 3.772001 -6.125162 0.1 -0.4 1.3 0.23
H -2.099817 5.527658 -4.982044 -0.3 1.1 -0.3 0.45
H -2.550965 4.556152 -3.472988 1.2 0.6 -0.9 -0.03
C -1.226816 -1.554475 -5.588945 -0.4 -1.6 -0.3 -0.57
C -1.999332 -0.863825 -4.507701 0.3 1.0 0.3 0.47
O -0.914007 -0.186327 -3.705571 -2.2 -0.4 0.2 -0.17
S 0.351389 -0.111034 -4.570032 2.5 0.4 -0.1 1.34
O 1.260140 -1.133471 -4.165785 0.3 0.3 0.6 -0.71
O 0.784319 1.229072 -4.749054 0.1 0.0 0.4 -0.70
O -0.229970 -0.593761 -5.908524 -0.9 0.0 -1.8 -0.39
H -1.899655 -1.714816 -6.443893 0.6 0.0 0.1 0.39
H -0.727876 -2.499339 -5.275576 -0.4 0.6 -0.2 0.28
H -2.562056 -1.498007 -3.828329 -0.1 0.2 -0.1 0.09
H -2.580360 -0.072187 -5.029630 0.1 -0.5 1.0 -0.27
C -3.359372 1.373215 2.364529 -0.1 -1.9 2.3 0.42
C -4.590291 0.667176 2.983196 0.6 0.9 1.1 -0.39
O -4.056623 -0.598695 3.513460 -0.3 -0.2 -0.6 -0.31
S -2.477843 -0.591067 3.792928 -0.2 0.6 -1.2 0.92
O -1.750346 -1.399646 2.810128 -1.2 1.3 1.8 -0.13
O -2.278267 -0.814927 5.203102 0.2 0.4 -1.6 -0.66
O -2.320734 0.968992 3.388741 0.1 -0.3 0.0 -0.51
H -3.421419 2.463891 2.380871 0.2 -0.4 -0.4 0.32
H -3.111267 0.822985 1.466408 0.3 0.7 -0.5 -0.21
H -5.400427 0.534489 2.282228 0.0 -0.7 -0.3 0.34
H -5.014203 1.217678 3.852893 0.5 -0.3 -0.5 0.28
C 3.130044 -1.139702 -1.592880 -0.3 1.3 -0.3 0.98
C 2.758965 -2.553510 -1.845477 -0.8 -1.7 -0.6 0.78
O 3.985220 -3.143476 -2.350656 -1.8 -1.0 -0.5 -0.40
S 5.175466 -2.502527 -1.657189 3.1 0.6 -0.6 1.21
O 6.191743 -2.364785 -2.669690 -0.5 -0.2 1.5 -0.66
O 5.421630 -3.136991 -0.402993 0.2 0.1 -0.1 -0.60
O 4.543053 -1.087085 -1.388877 0.2 0.2 0.7 -0.04
H 2.559796 -0.675786 -0.799616 0.2 0.1 0.3 -0.44
H 2.968017 -0.581649 -2.502010 -0.3 0.3 -0.2 -0.34
H 2.122495 -2.593697 -2.740388 -0.3 -0.2 0.8 0.19
H 2.365684 -3.146817 -0.970011 0.5 0.7 -0.9 -0.69
C 1.041796 -2.271536 4.971686 0.2 -1.0 -0.5 0.43
C 2.248691 -1.795628 4.171412 0.4 0.3 -2.0 0.22
O 2.684555 -2.940194 3.270957 0.1 1.6 0.8 -0.46
S 1.447103 -3.879474 3.091053 1.5 0.0 0.9 0.84
O 1.861349 -5.215327 2.939961 0.5 -1.0 0.0 -0.72
O 0.554786 -3.344489 2.174234 -1.8 1.2 -2.5 0.10
O 0.899508 -3.644820 4.489230 -1.2 -0.4 2.9 -0.42
H 0.180939 -1.739783 4.567836 -0.2 0.0 0.8 -0.37
H 1.157045 -2.298495 6.080474 -0.3 0.0 -1.1 0.31
H 3.140970 -1.442078 4.635195 0.5 -0.3 0.8 0.35
H 1.918752 -0.942132 3.555296 0.3 -0.6 -0.2 -0.32
C -4.219763 1.798671 -1.608324 0.3 1.2 -0.6 0.32
C -5.691766 2.165741 -1.869095 0.5 0.1 -1.5 -0.26
O -5.992952 3.275527 -0.980673 -0.9 -0.4 -0.3 -0.42
S -4.711592 3.773866 -0.260502 1.5 0.7 0.5 1.14
O -4.958800 4.031802 1.126410 0.0 0.1 -0.9 -0.66
O -4.021017 4.749713 -1.078293 -0.8 -1.0 0.8 -0.60
O -3.958226 2.382732 -0.333586 0.3 0.7 0.5 -0.06
H -3.635690 2.314896 -2.403975 0.1 -0.7 0.7 -0.53
H -3.930845 0.776934 -1.441595 -0.3 -0.5 -0.6 0.26
H -6.330671 1.317927 -1.730907 -0.7 -0.1 0.7 0.24
H -5.809300 2.520790 -2.909185 0.0 -0.2 0.6 0.32
C -5.401608 -4.923658 -1.035834 1.4 -0.1 -0.9 -0.20
C -6.838673 -4.599095 -1.232022 -0.9 0.5 -0.3 -0.35
O -6.757970 -3.356162 -1.994700 0.2 1.0 0.0 -0.38
S -5.472357 -2.467985 -1.593024 -1.1 0.1 3.6 1.04
O -5.748742 -1.398806 -0.607401 0.3 -2.2 -2.5 -0.55
O -4.772727 -2.165804 -2.778720 0.4 0.3 -0.7 -0.55
O -4.785303 -3.652698 -0.738700 0.0 1.0 -0.6 -0.10
H -4.981146 -5.324995 -1.968768 0.0 0.2 0.1 0.21
H -5.052704 -5.547514 -0.244839 -0.5 -0.6 0.8 0.29
H -7.389139 -4.387298 -0.313969 0.1 -0.2 0.0 0.26
H -7.387313 -5.282771 -1.900420 0.3 0.2 0.5 0.28
C 0.976469 1.332098 2.158008 -2.2 0.3 -1.3 -0.87
O 0.829240 2.737974 1.759736 0.1 -1.3 0.2 0.60
C 0.366258 3.546507 2.688882 -0.2 1.4 0.1 0.43
O 0.147875 3.327222 3.856175 0.1 -0.2 -0.8 -0.60
O 0.190314 4.762759 2.071404 0.0 -0.9 1.2 -0.18
C -0.399918 5.732152 2.931997 -0.1 1.3 0.9 -0.78
H 1.616204 1.203621 2.980250 1.2 0.1 0.8 0.85
H 1.270245 0.819337 1.236539 0.3 0.2 0.4 -0.23
H -0.027580 0.956801 2.452415 0.5 0.2 -0.2 0.21
H 0.034521 5.845945 3.967688 0.2 -0.4 -1.3 0.26
H -1.449561 5.536732 3.122529 -0.3 -0.3 -0.2 0.27
H -0.343785 6.694198 2.398980 0.2 -0.4 0.2 0.25
C 7.651868 3.324508 2.905529 1.0 0.9 -1.1 -0.66
O 6.801109 3.049205 1.794294 -0.7 0.3 -0.1 -0.30
C 5.478462 3.326981 1.959122 0.6 0.5 0.3 0.64
O 4.951143 3.735583 2.991529 0.7 -0.7 -1.9 -0.68
O 4.943589 3.106576 0.756745 -0.6 0.7 0.4 -0.02
C 3.498328 3.336041 0.628289 1.4 -0.3 1.5 -0.05
H 7.572992 4.379220 3.178172 -0.2 -0.2 0.2 0.30
H 8.714690 3.156999 2.592339 -1.1 -0.1 0.1 0.21
H 7.361546 2.670662 3.670710 0.0 -0.7 1.4 0.28
H 3.185002 4.224668 1.184136 0.2 0.0 -0.4 0.45
H 3.095580 2.475046 1.114347 -0.7 -0.4 0.0 -0.21
H 3.311954 3.360421 -0.418426 -0.2 0.1 -0.6 -0.27
C 2.708641 6.509604 -2.691116 -0.5 1.0 0.5 -0.65
O 3.595622 5.517280 -2.355529 0.7 -1.1 0.1 -0.28
C 3.658929 4.449368 -3.157584 -0.4 1.3 -2.1 0.95
O 3.062979 4.331569 -4.237102 1.1 -0.4 2.5 -0.61
O 4.602034 3.740951 -2.599812 0.0 -0.3 1.1 -0.30
C 4.963037 2.492261 -3.113657 -1.6 -0.4 -1.6 -0.46
H 3.003539 7.310193 -2.020329 -0.5 0.3 -0.1 0.23
H 1.720848 6.140716 -2.515968 -0.9 0.2 0.3 0.21
H 2.765888 6.824756 -3.707144 0.3 0.2 -0.9 0.33
H 5.126319 2.701114 -4.181292 0.2 -1.0 0.2 0.41
H 4.130396 1.759831 -2.951264 0.8 0.5 -0.3 0.04
H 5.830179 2.197693 -2.583125 0.8 -0.4 0.3 0.21
C -5.518677 -3.933959 4.591515 0.4 -0.8 0.5 -0.36
O -5.508030 -5.134320 3.754185 -1.2 0.2 1.0 -0.42
C -4.661899 -5.343288 2.780616 2.0 2.3 0.9 0.72
O -4.760446 -6.192268 1.968602 -0.4 -1.6 -1.4 -0.60
O -3.644926 -4.451237 2.852273 -0.2 0.0 1.1 -0.18
C -2.565562 -4.549142 1.928823 -0.7 -0.2 -0.7 0.32
H -5.387272 -3.031713 3.981890 0.0 -0.3 0.3 0.12
H -4.794875 -4.009663 5.449129 -0.2 0.1 -1.2 0.25
H -6.496791 -4.001197 5.069087 0.0 0.3 -0.3 0.27
H -1.986732 -3.637413 2.000208 0.1 -0.1 0.3 -0.24
H -3.062505 -4.558983 0.974292 0.4 -0.2 -0.8 -0.17
H -1.968054 -5.457306 2.047979 -0.1 0.2 0.2 0.26
C 6.548040 -0.212835 1.695416 0.2 1.1 0.1 -0.57
O 6.528685 0.326357 3.028840 -0.2 0.1 0.6 -0.44
C 5.318564 0.677054 3.484256 1.6 0.3 -1.2 0.69
O 4.324455 0.577403 2.834779 -2.0 -0.3 -0.3 -0.16
O 5.483694 1.231667 4.640120 0.2 0.8 2.0 -0.40
C 4.389831 1.832045 5.381509 0.5 -1.2 0.3 -0.58
H 6.246868 0.592670 0.981351 0.4 -0.7 0.4 0.18
H 5.804958 -0.996492 1.659269 0.3 -0.6 -0.4 0.32
H 7.614813 -0.479440 1.621599 -0.8 -0.3 -0.6 0.24
H 3.823865 2.515054 4.774798 0.2 0.6 -0.1 0.25
H 4.863114 2.214417 6.311115 -0.4 0.1 -0.9 0.22
H 3.718578 1.030216 5.668833 -0.2 -0.2 0.2 0.24
C -0.556282 -1.573258 -0.478718 0.8 0.8 -0.4 -0.07
O -1.286794 -0.331709 -0.612442 -0.5 -0.1 -0.5 0.01
C -0.527615 0.710853 -0.919453 0.7 -0.4 0.9 -0.18
O 0.685248 0.679726 -1.006029 -0.4 0.1 -0.4 -0.13
O -1.267934 1.801976 -0.982141 0.1 -0.2 -0.3 1.00
C -0.533355 2.943673 -1.482242 1.0 -1.5 1.4 0.04
H 0.077306 -1.402545 0.398034 0.1 -0.8 -0.3 -0.07
H -0.002368 -1.795749 -1.407206 0.1 0.4 0.5 -0.12
H -1.244987 -2.382370 -0.393426 -0.7 -0.3 0.6 0.18
H -1.294585 3.638100 -1.580714 -1.1 1.9 0.0 0.23
H -0.161065 2.656020 -2.439070 0.7 0.0 -0.6 -0.29
H 0.267481 3.203062 -0.748682 -0.7 0.1 -0.8 -0.42